The following is a quantum chemistry calculation of 2 unconnected molecules or ions with the total composition C28H61N3O4Si at a distorted geometry, from the Open Molecules 2025 dataset.

Output
E_HOMO: -3.50 eV
energy: -1857.97657 hartree
Kohn-Sham gap: 2.98 eV
lowest unoccupied orbital energy: -0.5 eV

The geometry in XYZ format:
```
97
Properties=species:S:1:pos:R:3:forces:R:3
C 2.437 -1.396 1.343 0.381 0.115 0.087
C 2.604 -0.362 0.253 0.001 -0.205 0.198
O 1.357 -0.228 -0.437 -0.076 0.117 0.057
C 1.435 0.265 -1.727 0.006 -0.225 -0.182
O 2.184 1.452 -1.760 0.099 -0.068 -0.318
C 1.728 2.618 -2.403 -0.024 0.246 0.164
C 0.528 2.503 -3.361 -0.215 0.392 0.121
N -0.165 1.169 -3.452 0.326 -0.165 -0.222
C 0.174 0.501 -4.762 0.168 0.189 -0.457
C 1.667 0.233 -4.988 0.031 -0.274 -0.034
C 2.030 -1.260 -5.176 0.284 0.075 -0.350
C 3.362 -1.685 -4.534 -0.034 0.027 0.265
C 3.222 -2.580 -3.284 0.198 0.085 -0.125
C 3.627 -4.017 -3.567 -0.282 -0.150 0.200
O 2.791 -4.617 -4.542 0.090 0.084 -0.130
C 1.505 -4.972 -4.075 -0.019 0.014 0.076
C -0.025 0.355 -2.184 -0.250 -0.218 0.732
C -0.496 -1.089 -2.396 -0.091 -0.008 -0.579
C -1.950 -1.272 -2.841 0.388 -0.245 -0.333
C -2.131 -2.642 -3.490 -0.522 0.020 0.281
N -3.537 -2.871 -3.842 0.005 0.098 0.034
Si -1.123 1.124 -0.743 0.029 0.427 1.292
C -2.644 1.913 -1.530 0.441 0.001 -0.693
C -1.652 -0.147 0.514 -0.306 -0.009 -0.212
C -0.240 2.480 0.194 -0.052 0.085 -0.188
H 2.171 -2.372 0.937 -0.176 0.041 0.010
H 1.721 -1.066 2.095 -0.147 -0.107 -0.103
H 3.399 -1.507 1.849 -0.025 -0.014 0.029
H 2.883 0.596 0.693 0.017 0.055 -0.145
H 3.385 -0.668 -0.453 -0.045 0.064 -0.069
H 1.973 -0.474 -2.343 0.109 0.138 -0.007
H 2.569 3.026 -2.967 0.038 -0.130 -0.031
H 1.481 3.358 -1.640 -0.068 -0.068 0.030
H -0.229 3.223 -3.049 -0.031 -0.090 0.100
H 0.824 2.789 -4.366 0.000 -0.162 -0.040
H -1.159 1.393 -3.506 -0.033 -0.097 0.031
H -0.416 -0.404 -4.886 -0.027 -0.011 0.288
H -0.188 1.199 -5.518 -0.078 0.028 0.065
H 2.286 0.670 -4.203 -0.143 0.016 0.088
H 1.953 0.746 -5.907 0.047 0.134 0.089
H 1.219 -1.910 -4.842 0.048 -0.004 0.066
H 2.120 -1.430 -6.250 -0.183 -0.079 -0.001
H 3.964 -2.214 -5.273 -0.030 -0.040 0.006
H 3.941 -0.797 -4.266 -0.054 0.053 -0.071
H 2.191 -2.565 -2.920 0.034 -0.017 0.052
H 3.843 -2.200 -2.469 0.002 -0.046 0.013
H 4.644 -4.054 -3.960 -0.019 -0.013 -0.054
H 3.601 -4.613 -2.646 0.050 0.033 0.021
H 0.748 -4.550 -4.740 -0.012 -0.041 -0.024
H 1.313 -4.602 -3.064 0.024 0.014 -0.002
H 1.399 -6.059 -4.058 0.000 -0.005 -0.046
H 0.136 -1.561 -3.159 0.062 0.014 0.093
H -0.299 -1.638 -1.478 -0.085 0.093 0.073
H -2.641 -1.186 -2.003 0.009 0.204 -0.009
H -2.200 -0.531 -3.610 -0.286 0.095 0.186
H -1.780 -3.401 -2.782 0.203 -0.023 -0.126
H -1.536 -2.690 -4.408 0.180 -0.114 0.117
H -4.142 -2.261 -3.306 -0.005 -0.004 0.007
H -3.824 -3.814 -3.617 0.029 -0.039 -0.121
H -2.352 2.716 -2.223 -0.085 0.072 0.057
H -3.228 2.401 -0.749 -0.055 -0.142 0.053
H -3.267 1.222 -2.101 -0.178 0.002 0.188
H -0.928 -0.943 0.684 0.022 0.019 0.039
H -1.792 0.402 1.461 0.150 -0.004 0.046
H -2.623 -0.586 0.267 0.057 -0.105 -0.028
H -0.734 2.541 1.178 0.046 -0.033 0.055
H -0.317 3.461 -0.283 0.007 0.011 0.017
H 0.810 2.258 0.383 -0.002 -0.004 0.036
C 1.009 0.845 5.494 0.066 -0.095 -0.010
C -0.489 0.578 5.256 0.025 -0.050 0.184
C -1.108 0.039 6.554 -0.144 -0.061 0.078
C -1.288 1.087 7.657 -0.041 0.019 -0.019
C -1.509 2.501 7.099 0.118 -0.030 0.113
C -2.039 2.537 5.662 -0.157 -0.106 0.192
N -1.099 1.840 4.803 0.466 0.272 -0.233
O -1.515 1.832 3.466 -0.187 -0.124 -0.606
C -2.064 4.001 5.216 -0.116 0.087 0.014
C -3.486 2.005 5.605 -0.070 -0.004 -0.017
C -0.607 -0.525 4.205 0.029 -0.091 -0.008
H 1.460 1.207 4.567 -0.032 0.059 0.007
H 1.541 -0.060 5.813 -0.015 -0.015 -0.014
H 1.149 1.612 6.258 -0.018 0.018 -0.016
H -2.082 -0.396 6.317 0.016 0.016 -0.081
H -0.499 -0.794 6.923 0.029 0.020 -0.004
H -2.142 0.797 8.275 0.013 -0.017 0.010
H -0.424 1.088 8.326 0.020 0.024 -0.025
H -2.193 3.050 7.753 -0.038 0.027 -0.064
H -0.567 3.057 7.116 0.029 -0.049 -0.076
H -1.045 4.390 5.176 0.010 -0.027 -0.013
H -2.647 4.607 5.919 -0.013 -0.021 0.001
H -2.507 4.086 4.225 0.060 -0.047 -0.031
H -4.141 2.602 6.249 0.014 0.022 -0.009
H -3.560 0.966 5.927 0.003 0.002 0.002
H -3.850 2.071 4.580 0.073 -0.056 -0.029
H -0.107 -1.427 4.577 -0.018 0.009 0.035
H -0.140 -0.218 3.271 -0.059 0.057 -0.001
H -1.651 -0.761 3.999 -0.005 0.062 -0.047
```
Forces are in eV/Å.

=====

The following is a quantum chemistry calculation of a molecular structure, C28H61NPRhSi4Te4 at a distorted geometry, from the Open Molecules 2025 dataset.

Output
net charge: -2
E_HOMO (alpha / beta): -0.54 / -1.34 eV
energy: -3840.25412 hartree
Kohn-Sham gap (alpha / beta): 4.57 / 4.80 eV
relative energy (zero: lowest compared OMol25 entry of this formula, charge and spin): 72.5 kJ/mol
lowest unoccupied orbital energy (alpha / beta): 4.0 / 3.5 eV
2S+1: 5

The geometry in XYZ format:
```
100
Properties=species:S:1:pos:R:3:forces:R:3
Rh 0.486 0.499 -0.556 -1.707 -1.036 0.060
Te 2.989 0.510 -0.022 0.612 0.017 0.179
Te 5.808 -0.029 0.125 0.521 -0.100 -0.041
Te 4.027 -0.316 -3.620 0.085 -0.215 0.099
Te 1.966 1.197 -2.485 0.276 0.894 -0.449
C -2.962 1.206 1.131 -0.312 -0.205 -0.118
Si -1.516 1.918 2.070 0.142 0.061 0.107
C -2.249 3.310 3.128 -0.034 0.159 0.112
C -0.897 0.632 3.289 0.130 -0.179 0.239
Si 0.228 2.510 0.650 -0.240 0.011 -0.812
Si -0.553 4.424 -0.407 0.007 0.288 0.513
C -0.740 5.961 0.710 -0.018 0.093 0.071
C -2.283 4.266 -1.119 -0.441 -0.115 -0.026
C 0.623 4.985 -1.746 0.331 0.125 -0.322
Si 1.916 3.265 2.031 0.037 0.009 0.099
C 1.455 4.622 3.263 -0.101 0.245 0.246
C 3.319 3.984 1.012 0.314 0.221 -0.217
C 2.537 1.894 3.160 0.161 -0.282 0.255
H -3.705 0.797 1.829 0.024 0.044 -0.073
H -2.628 0.407 0.464 -0.077 0.034 0.148
H -3.447 1.972 0.515 0.004 -0.083 0.045
H -2.978 2.878 3.828 0.058 0.084 -0.070
H -2.764 4.062 2.519 0.034 -0.094 0.053
H -1.480 3.828 3.713 -0.116 -0.064 -0.062
H -1.725 0.039 3.699 0.082 0.037 0.000
H -0.377 1.120 4.125 -0.055 -0.106 -0.119
H -0.192 -0.048 2.796 -0.131 0.035 0.045
H -1.426 5.770 1.546 0.118 0.050 -0.126
H -1.141 6.800 0.120 0.040 -0.126 0.093
H 0.220 6.277 1.133 -0.163 -0.025 -0.138
H -3.005 4.377 -0.299 0.044 0.011 -0.111
H -2.497 3.318 -1.616 -0.005 0.161 0.096
H -2.454 5.079 -1.836 -0.064 -0.034 0.036
H 1.344 5.692 -1.313 -0.054 -0.108 -0.105
H 0.089 5.492 -2.558 0.063 0.031 0.015
H 1.191 4.154 -2.175 -0.063 0.082 -0.018
H 1.141 5.551 2.776 0.073 -0.137 0.118
H 2.338 4.842 3.885 -0.164 -0.025 -0.097
H 0.645 4.303 3.930 0.142 0.049 -0.066
H 3.346 5.078 1.119 0.022 -0.128 -0.022
H 3.207 3.747 -0.051 0.052 0.033 0.115
H 4.284 3.574 1.333 -0.089 0.094 -0.063
H 2.009 1.937 4.122 0.095 0.001 -0.089
H 3.613 2.009 3.342 -0.128 -0.033 0.038
H 2.380 0.892 2.747 0.006 0.093 0.089
C -1.403 0.598 -1.813 0.565 0.420 -0.003
C -1.311 0.882 -3.268 0.460 -0.215 0.370
C -1.185 2.182 -3.785 0.022 0.127 -0.179
C -0.968 2.415 -5.141 -0.039 -0.100 0.233
C -0.859 1.358 -6.040 -0.044 0.038 0.105
C -0.991 0.063 -5.550 -0.035 -0.050 0.151
C -1.218 -0.166 -4.199 -0.017 0.009 -0.176
H -1.801 -0.391 -1.620 -0.140 -0.190 0.065
H -1.970 1.358 -1.291 -0.197 0.051 -0.031
H -1.224 3.024 -3.101 0.088 -0.113 -0.167
H -0.856 3.435 -5.490 0.000 0.028 -0.003
H -0.664 1.537 -7.092 -0.009 0.006 0.048
H -0.896 -0.782 -6.225 -0.018 0.015 0.028
H -1.298 -1.184 -3.836 0.037 0.019 -0.042
C -1.416 -3.306 2.429 0.008 0.005 -0.067
C -1.442 -3.669 0.930 -0.048 0.033 0.168
C -2.628 -2.875 0.349 0.007 -0.063 0.098
C -1.725 -5.170 0.792 -0.075 0.025 0.058
P 0.159 -2.975 0.141 -0.224 0.468 0.169
N 0.080 -1.444 0.097 -0.180 -0.025 -0.272
C 0.335 -3.760 -1.560 0.024 -0.053 -0.176
C -0.996 -3.558 -2.298 -0.017 -0.074 -0.050
C 0.698 -5.250 -1.608 0.018 0.003 -0.130
C 1.368 -2.938 -2.352 0.041 -0.228 -0.136
C 1.596 -3.595 1.204 0.102 -0.086 0.163
C 2.896 -3.464 0.394 0.151 -0.080 0.146
C 1.724 -2.602 2.379 0.147 -0.039 0.023
C 1.515 -5.030 1.739 0.214 -0.015 -0.001
H -2.427 -3.429 2.836 0.045 -0.026 0.000
H -1.120 -2.264 2.572 -0.039 -0.045 -0.044
H -0.749 -3.941 3.014 -0.019 0.028 -0.044
H -3.477 -2.959 1.039 0.023 0.011 -0.086
H -2.951 -3.243 -0.621 -0.009 -0.015 -0.028
H -2.355 -1.825 0.244 0.013 0.013 0.046
H -2.629 -5.413 1.367 0.017 0.010 -0.020
H -0.919 -5.799 1.173 -0.028 0.054 -0.011
H -1.917 -5.457 -0.242 -0.017 0.010 -0.010
H -1.777 -4.236 -1.951 0.020 -0.004 -0.020
H -0.831 -3.758 -3.364 -0.045 0.011 0.042
H -1.347 -2.531 -2.190 0.032 -0.069 0.024
H 0.006 -5.878 -1.045 0.012 0.045 -0.029
H 1.706 -5.450 -1.243 -0.040 0.036 -0.025
H 0.663 -5.580 -2.655 0.016 0.014 0.063
H 1.175 -1.874 -2.253 -0.066 0.125 0.037
H 1.284 -3.195 -3.417 0.041 -0.016 0.097
H 2.397 -3.115 -2.049 -0.061 0.006 -0.045
H 3.004 -2.475 -0.047 -0.025 0.033 0.019
H 2.987 -4.210 -0.396 -0.005 0.017 0.082
H 3.741 -3.604 1.083 -0.069 0.005 -0.107
H 1.515 -1.585 2.034 0.035 -0.066 -0.033
H 2.751 -2.631 2.767 -0.129 -0.035 -0.009
H 1.044 -2.828 3.201 0.036 -0.008 -0.035
H 1.404 -5.770 0.943 0.021 0.050 0.031
H 0.703 -5.173 2.449 -0.026 0.012 0.027
H 2.452 -5.259 2.268 -0.083 0.019 -0.041
```
Forces are in eV/Å.